[1]
16
Properties=species:S:1:pos:R:3 method="wB97M-V/def2-TZVPD" spin_multiplicity=1 e_above_lowest_ev=2.216 charge=0 e_homo_ev=-8.73
C 0.64517 0.61451 -1.33133
C 0.22158 -0.22405 -0.14464
N 1.00877 -0.99406 0.56484
N 2.28593 -1.13594 0.14207
C -1.18259 -0.09733 0.44510
N -1.99473 0.95543 -0.18293
C -0.96024 0.09782 1.93612
N -0.99142 0.30051 3.08197
H 0.49815 1.67703 -1.12086
H 1.68750 0.46957 -1.62148
H 0.02984 0.33529 -2.19262
H 2.59729 -2.09621 0.31334
H 2.90061 -0.56610 0.73177
H -1.68627 -1.06222 0.32045
H -2.13328 0.77307 -1.17420
H -2.92631 0.95269 0.23239


[2]
25
Properties=species:S:1:pos:R:3 method="wB97M-V/def2-TZVPD" spin_multiplicity=1 e_above_lowest_ev=4.936 charge=0 e_homo_ev="-7.38 / -7.85"
C -0.82744 -2.34757 -2.03836
C -0.07217 -1.92498 -0.97574
C -0.20618 1.37051 -0.13181
C 1.79491 -0.51024 -1.90377
C -1.20658 2.64681 1.64368
C -1.82544 0.32544 1.18472
C 1.09487 -1.17538 -0.82121
N -1.11751 1.50730 0.80503
O 0.58818 2.14131 -0.59414
Si 1.90946 -0.83394 0.87665
H -1.65330 -3.10033 -1.99418
H -0.53380 -2.13352 -3.10969
H -0.33946 -2.34786 0.04968
H 1.73835 0.53993 -1.69713
H 1.29476 -0.41068 -2.87179
H 2.79472 -0.81905 -1.92937
H -0.18766 3.19536 1.80248
H -1.86444 3.37665 1.29069
H -1.68436 2.27938 2.52231
H -1.58834 0.02468 2.35181
H -2.91328 0.51880 1.17705
H -1.39438 -0.56004 0.68972
H 2.48483 0.53931 0.78208
H 2.86780 -1.85741 1.04151
H 0.84647 -0.44449 1.84977


[3]
21
Properties=species:S:1:pos:R:3 method="wB97M-V/def2-TZVPD" spin_multiplicity=1 e_above_lowest_ev=2.821 charge=0 e_homo_ev=-7.62 smiles="N=c1ccn(-c2ncccn2)cc1"
N -1.62715 1.32144 3.86909
C -1.10241 0.87105 2.77122
C 0.11506 0.21511 2.76649
C 0.53454 -0.27244 1.49222
N -0.13150 -0.08811 0.32695
C 0.34911 -0.40252 -0.93427
N -0.42203 -0.89105 -1.84405
C 0.13662 -1.21538 -3.04778
C 1.40070 -1.01651 -3.35573
C 2.21960 -0.61895 -2.31662
N 1.66869 -0.28146 -1.11126
C -1.20205 0.77220 0.31896
C -1.74800 1.10321 1.50367
H -2.42209 1.88841 3.96087
H 0.69962 -0.04587 3.65306
H 1.36547 -1.03778 1.48274
H -0.53518 -1.57436 -3.73591
H 1.77704 -1.20938 -4.26130
H 3.30586 -0.36853 -2.45742
H -1.73785 1.06512 -0.53322
H -2.64405 1.78579 1.45229


[4]
63
Properties=species:S:1:pos:R:3 method="wB97M-V/def2-TZVPD" spin_multiplicity=1 e_above_lowest_ev=0.714 charge=0 e_homo_ev=-7.21
Au 0.53721 0.07701 -0.54764
Cl 2.54861 -6.58145 1.08816
C 1.64318 -5.13908 0.73806
C 0.28814 -5.22782 0.55736
C -0.45766 -4.08891 0.26013
I -2.53252 -4.25734 0.04061
C 0.09955 -2.81352 0.08804
O -0.60967 -1.78343 -0.23656
C 1.52822 -2.74848 0.31683
N 2.10395 -1.53680 0.20327
C 3.38512 -1.37807 0.41892
C 4.22589 -2.45532 0.73659
C 3.68478 -3.70774 0.83566
C 2.29895 -3.89633 0.64206
H -0.19642 -6.19066 0.63807
H 3.76431 -0.36437 0.33908
H 5.28208 -2.28715 0.89388
H 4.29725 -4.57047 1.05849
O 2.82428 3.17916 -5.37533
C 3.36556 3.11581 -4.05975
C 2.32579 2.52870 -3.09483
C 1.12020 3.49893 -3.07108
O 0.27155 3.38032 -4.19622
C 3.01507 2.43941 -1.73229
Se 1.91720 2.11515 -0.13269
C 1.91875 1.12650 -3.57610
Se 0.15880 0.47124 -3.00372
H 3.48056 3.56882 -5.95803
H 3.62738 4.12241 -3.71143
H 4.27507 2.50086 -4.04241
H 1.48714 4.53098 -2.98204
H 0.51337 3.28256 -2.19492
H 0.80850 3.50178 -4.98812
H 3.51828 3.38719 -1.52018
H 3.77282 1.65590 -1.75042
H 2.63313 0.37853 -3.23421
H 1.88396 1.10904 -4.66458
C -4.20003 0.64844 3.67100
N -2.88297 0.13697 3.34924
N -2.21011 0.62618 2.24128
C -0.84100 0.50219 2.45708
O 0.04714 0.80457 1.64107
C -0.70921 -0.00603 3.78707
C -1.95819 -0.19263 4.29103
C -2.36850 -0.71031 5.62352
C -2.85266 0.67486 0.97624
C -3.84179 -0.24866 0.65806
C -4.43718 -0.21469 -0.59015
C -4.03353 0.72067 -1.53142
C -3.04492 1.63601 -1.20990
C -2.45578 1.62675 0.04601
H -4.76557 0.80972 2.75854
H -4.13853 1.59506 4.21703
H -4.72233 -0.08500 4.28144
H 0.22887 -0.21085 4.27175
H -1.48344 -0.98920 6.18876
H -3.00356 -1.58968 5.51013
H -2.92147 0.03888 6.19266
H -4.12028 -1.01588 1.36773
H -5.20263 -0.94028 -0.83069
H -4.47084 0.72031 -2.52109
H -2.71818 2.36420 -1.93988
H -1.70166 2.35500 0.31086


[5]
73
Properties=species:S:1:pos:R:3 method="wB97M-V/def2-TZVPD" spin_multiplicity=2 s_squared=0.76 e_above_lowest_ev=0.222 charge=+2 e_homo_ev="-13.30 / -13.31"
V -1.53856 0.85692 0.80731
O -2.57301 -3.23291 0.02124
C -2.58636 -3.65136 1.31731
C -2.84631 -4.99998 1.52168
C -2.88322 -5.51771 2.79902
C -2.67139 -4.69912 3.91082
C -2.40457 -3.36792 3.72575
C -2.34062 -2.81961 2.42927
C -2.05862 -1.40782 2.29031
O -1.90308 -0.86024 1.04304
N -1.98257 -0.59696 3.29107
N -1.88638 0.70510 2.81092
C -2.12956 1.68033 3.61796
C -2.38933 3.04857 3.18332
C -2.67332 4.04815 4.11181
C -3.08996 5.29734 3.69078
C -3.24395 5.55978 2.33426
C -2.95617 4.58306 1.39066
C -2.51425 3.35584 1.82192
O -2.15390 2.36926 0.94045
H -2.64966 -2.27861 -0.03893
H -3.04023 -5.61741 0.65405
H -3.09459 -6.57081 2.93692
H -2.72393 -5.11413 4.90910
H -2.24438 -2.70531 4.56647
H -2.25873 1.43983 4.66966
H -2.57183 3.83580 5.17069
H -3.33204 6.06154 4.41890
H -3.59803 6.52770 2.00319
H -3.07528 4.76392 0.32902
C 1.35993 -4.04869 -2.38158
C 1.57238 -3.52142 -0.96416
C 1.73619 -2.00756 -0.92964
N 0.42265 -1.36035 -1.12592
C 0.05898 -0.30664 -1.81839
S -1.53693 0.39517 -1.57475
N 0.81556 0.28519 -2.74474
C 2.29757 0.24278 -2.90433
O 2.93055 0.87484 -2.11226
C 2.80366 -0.56423 -4.01796
C 4.18861 -0.72772 -4.12878
C 4.70887 -1.52651 -5.12767
C 3.85375 -2.15262 -6.02940
C 2.47732 -1.98784 -5.92992
C 1.94797 -1.19801 -4.92342
H 1.25619 -5.13377 -2.37175
H 2.21506 -3.79976 -3.01697
H 0.45758 -3.62848 -2.83519
H 2.46946 -3.96683 -0.53272
H 0.72927 -3.80744 -0.32456
H 2.42770 -1.69716 -1.70384
H 2.12892 -1.68164 0.03403
H -0.30530 -1.73954 -0.53729
H 0.35579 1.02851 -3.24948
H 4.83528 -0.23151 -3.41458
H 5.78042 -1.66494 -5.20851
H 4.26404 -2.77475 -6.81596
H 1.81919 -2.47704 -6.63581
H 0.87628 -1.07273 -4.84542
O 0.36555 1.09683 1.00362
S 1.64975 1.90286 0.61146
C 1.08972 3.21120 -0.52771
C 1.38236 4.54643 0.15742
C 1.12908 4.32508 1.64839
C 1.90035 3.05554 1.98768
H 0.02871 3.03027 -0.67467
H 1.61720 3.08286 -1.47185
H 0.76351 5.34379 -0.25235
H 2.42719 4.82035 -0.00262
H 0.06516 4.19289 1.84387
H 1.47607 5.16261 2.25044
H 1.59553 2.54395 2.90024
H 2.97665 3.24280 2.01909